{"formula": "C22H57CuN5O11", "method": "wB97M-V/def2-TZVPD", "homo_lumo_gap_ev": [7.8177, 2.9171], "charge": 3, "largest_force_ha_per_bohr": 0.1030, "e_tot_ev": -98312.95680, "spin_multiplicity": 3, "s_squared": 2.014, "species": ["H", "H", "H", "H", "C", "O", "H", "H", "H", "C", "N", "H", "H", "H", "O", "O", "C", "H", "H", "H", "H", "H", "H", "H", "C", "H", "H", "H", "C", "H", "H", "C", "H", "N", "N", "H", "H", "O", "H", "H", "H", "H", "H", "H", "H", "H", "H", "H", "H", "H", "H", "Cu", "H", "O", "C", "H", "O", "H", "H", "N", "H", "H", "O", "C", "H", "C", "C", "C", "H", "C", "H", "H", "C", "O", "O", "C", "C", "C", "C", "H", "C", "H", "H", "H", "N", "C", "C", "H", "H", "C", "C", "H", "O", "H", "H", "O"], "positions_angstrom": [[0.386, 1.965, 1.981], [6.130, -2.136, -5.511], [-1.477, 1.467, 6.514], [-2.258, 3.061, 6.586], [-3.229, 2.840, 4.123], [-2.595, -1.263, 1.846], [0.118, -6.107, -1.729], [-2.227, 4.671, -2.673], [-0.089, -1.831, -2.698], [-0.977, 3.858, -0.560], [4.157, -2.682, -3.347], [2.104, -0.303, -2.285], [-1.713, -3.153, 1.956], [-3.193, -3.119, 0.958], [-0.091, 0.449, -3.096], [0.151, -0.722, 1.864], [5.413, -3.301, -3.789], [-3.391, 3.830, 4.550], [4.431, 0.636, 0.975], [-1.791, -4.300, -0.725], [-2.095, 1.881, 1.191], [-0.840, 0.596, -5.090], [2.789, -4.315, -3.236], [-0.317, -4.585, -0.142], [-3.064, 5.232, -2.256], [4.745, -0.583, -2.909], [-0.163, 3.986, 0.155], [-4.336, -1.015, 0.816], [4.219, 1.577, 0.467], [-3.110, 6.291, -2.509], [-0.124, 2.409, -3.038], [1.675, -4.399, 3.955], [-3.955, 4.846, -2.750], [0.954, -1.315, 1.129], [-2.511, 1.634, 2.077], [2.029, -3.406, 4.233], [-0.567, 4.093, -1.542], [3.055, 1.435, -0.406], [-1.556, 5.975, -0.369], [0.871, 1.118, -4.755], [-4.218, 2.382, 4.096], [-1.456, -5.877, 0.192], [2.176, -5.246, 4.424], [-2.944, -0.274, 0.073], [0.215, 1.497, -0.754], [4.028, 2.369, 1.192], [1.721, -3.806, 2.036], [0.394, -0.574, -4.915], [1.730, 2.354, 3.088], [5.096, 1.738, -0.160], [-1.731, -2.446, 0.360], [-1.536, -0.006, 3.450], [-1.759, 1.682, -3.002], [-2.300, 1.950, 4.815], [-3.436, -0.438, 1.031], [-3.239, 1.640, 6.577], [0.239, 1.227, 3.965], [2.506, 0.728, -0.057], [0.600, -4.433, 4.133], [1.919, -2.358, -2.865], [-3.586, 3.522, 2.149], [-4.430, 0.891, 2.480], [1.970, -4.540, 2.603], [-2.811, 2.964, 2.675], [-2.558, 2.667, -0.761], [2.643, -1.159, -2.662], [3.964, -1.324, -2.993], [5.705, -3.123, -5.328], [6.132, -2.938, -3.055], [-2.316, -2.554, 1.273], [0.284, 3.136, 3.357], [0.828, 1.372, 4.709], [-2.323, 2.059, 6.162], [1.038, -2.527, 1.059], [1.770, -0.656, 0.513], [2.918, -3.243, -3.218], [-0.735, 1.601, -2.637], [-3.719, 0.933, 1.655], [-0.827, 1.480, -1.075], [-4.083, 1.540, 0.827], [0.080, 0.400, -4.539], [-2.283, 4.963, 0.882], [-1.159, 0.479, -0.801], [6.527, -3.678, -5.781], [-1.621, 2.529, -0.409], [-1.140, -5.160, -0.566], [-1.945, 4.979, -0.154], [5.402, -4.385, -3.677], [0.566, -3.052, -1.585], [0.536, -2.722, -2.623], [0.658, 2.170, 3.016], [-1.968, 3.648, 2.585], [-0.810, -5.865, -1.787], [0.152, -3.548, -3.222], [4.761, -3.148, -5.873], [-3.187, 4.870, -0.841]], "forces_ev_per_a": [[-0.133, -0.380, 0.314], [-0.429, 0.514, 0.180], [-0.030, 0.095, 0.356], [0.283, 0.289, -0.451], [-0.449, -1.157, -0.515], [-0.030, 0.385, 1.190], [-0.005, -0.248, -0.020], [0.191, 0.521, -0.244], [0.100, -0.079, -0.161], [-0.249, 1.020, 1.404], [-3.239, 1.137, 0.664], [0.279, 0.119, -0.229], [-0.233, 0.295, 0.179], [-0.454, 0.295, 0.517], [-0.240, -1.796, -0.711], [-1.119, -0.399, 0.623], [0.649, -0.953, -0.979], [0.621, -0.079, 0.434], [-0.195, -0.065, 0.262], [-0.904, -0.779, -0.520], [2.165, 0.102, -1.391], [-0.108, 0.436, 0.239], [-0.188, 0.056, -0.469], [0.867, -0.411, 0.018], [-1.043, -1.201, 0.413], [0.046, -0.247, -0.222], [0.376, -0.470, -0.063], [-0.340, 0.368, 0.122], [-0.871, -0.637, -0.833], [0.699, 0.169, 0.646], [-0.291, 0.728, 0.562], [1.357, -0.798, -0.643], [-0.073, -0.236, 0.191], [1.223, 2.579, 0.589], [-0.932, -0.112, 1.414], [-0.039, 0.391, 0.399], [-0.109, -0.455, -0.122], [0.938, 0.422, 0.227], [0.568, -0.068, 0.161], [-0.164, 0.126, -0.503], [-0.167, -0.235, 0.512], [-0.509, 0.236, -0.032], [-0.188, 0.281, 0.371], [0.222, -0.055, -0.113], [-0.003, 0.391, 0.543], [0.349, 0.065, -0.098], [-0.832, 2.162, -1.220], [0.171, -0.208, 0.722], [0.227, -0.608, -0.313], [-0.153, 0.542, 0.094], [0.209, 0.373, 0.008], [0.011, 1.769, -1.675], [-0.174, 0.029, -0.421], [-0.636, 1.180, -3.700], [0.223, -0.162, -0.265], [-0.131, -0.201, 0.153], [-0.344, -1.561, 0.038], [0.135, 0.234, 0.130], [-0.616, 0.097, -0.107], [5.104, -0.600, -1.285], [-0.439, -0.513, -0.346], [-0.145, -0.032, -0.179], [0.198, -1.783, 0.939], [0.772, 0.247, 1.139], [-0.302, -0.332, -0.650], [-0.754, -0.184, -0.295], [-0.972, -0.839, 0.309], [0.253, 2.007, 0.894], [0.430, 0.133, -0.602], [0.518, 0.021, -0.522], [-0.521, 0.230, -0.472], [-0.296, -0.425, 0.491], [-0.180, -0.621, 3.036], [-0.587, -3.348, 0.499], [0.237, 0.103, -0.853], [0.068, 0.106, -0.025], [-0.254, -0.244, 0.550], [-0.314, -0.985, 0.161], [0.583, 0.374, -1.191], [-0.722, 0.043, 0.068], [0.187, 0.519, 0.537], [0.607, -0.157, 0.163], [-0.396, -0.023, -0.218], [-0.525, -1.025, 0.514], [1.207, 0.510, -0.095], [0.859, -0.103, -0.316], [-1.186, 0.101, -0.713], [-0.635, 0.028, 0.588], [-0.614, -0.044, 0.120], [-0.072, 0.176, 1.322], [0.733, 2.189, -0.257], [0.489, -0.594, -0.041], [-0.265, 1.190, 0.835], [0.410, 0.220, -0.296], [0.211, -0.470, -0.130], [0.024, 0.319, -1.340]]}